Record 1
{"formula": "C5H9NO3", "method": "ωB97M-V with the def2-TZVPD basis set", "lumo_ev": -0.30, "smiles": "CCN(O)C(=O)C(C)=O", "total_charge": 0, "homo_lumo_gap_ev": 9.067, "e_above_lowest_ev": 4.7668, "species": ["O", "O", "O", "N", "C", "C", "C", "C", "C", "H", "H", "H", "H", "H", "H", "H", "H", "H"], "positions_angstrom": [[1.17, -1.70, -0.74], [0.83, 1.73, -0.19], [0.28, -1.34, 1.63], [0.37, 0.00, 1.34], [0.63, 0.55, 0.09], [-2.27, -0.14, 0.72], [-1.15, 0.73, 1.26], [2.03, 0.11, -2.04], [1.25, -0.50, -0.92], [2.53, -0.67, -2.62], [0.53, -1.83, 0.82], [-2.30, -1.13, 1.18], [-3.23, 0.32, 0.96], [1.34, 0.67, -2.69], [-1.29, 0.90, 2.33], [2.79, 0.79, -1.65], [-2.22, -0.25, -0.37], [-1.29, 1.75, 0.89]], "mulliken_charge": [-0.642, -0.597, -0.379, -0.182, 0.459, -1.046, -0.486, -1.165, 0.944, 0.366, 0.445, 0.283, 0.388, 0.290, 0.348, 0.313, 0.300, 0.362]}

***

Record 2
{"formula": "C17H17N2", "method": "ωB97M-V with the def2-TZVPD basis set", "lumo_ev": -5.61, "total_charge": 1, "homo_lumo_gap_ev": 5.777, "e_above_lowest_ev": 0.0528, "species": ["N", "N", "C", "C", "C", "C", "C", "C", "C", "C", "C", "C", "C", "C", "C", "C", "C", "C", "C", "H", "H", "H", "H", "H", "H", "H", "H", "H", "H", "H", "H", "H", "H", "H", "H", "H"], "positions_angstrom": [[0.46, 3.51, 2.38], [0.09, 1.78, 1.01], [-2.59, -0.35, -1.19], [-0.17, 2.54, 3.13], [-0.41, 1.48, 2.26], [-1.47, -1.22, -1.08], [-0.18, -0.61, -0.89], [-3.08, -3.08, -1.30], [0.92, 4.78, 2.91], [3.80, -2.17, -1.26], [-3.90, -0.82, -1.24], [-4.16, -2.20, -1.26], [0.59, 3.02, 1.11], [1.11, -1.21, -1.07], [3.53, -0.80, -1.26], [2.72, -3.06, -1.27], [2.22, -0.34, -1.20], [-1.77, -2.60, -1.27], [1.42, -2.59, -1.22], [-3.27, -4.16, -1.32], [0.64, -3.35, -1.30], [-1.00, -3.35, -1.41], [2.01, 4.87, 2.80], [-5.17, -2.57, -1.24], [-0.93, 0.58, 2.54], [1.04, 3.70, 0.38], [4.35, -0.08, -1.27], [-0.18, 0.49, -0.78], [0.44, 5.62, 2.40], [-0.35, 2.74, 4.17], [-2.40, 0.71, -1.22], [2.92, -4.14, -1.30], [2.02, 0.72, -1.24], [4.81, -2.54, -1.25], [0.66, 4.79, 3.97], [-4.73, -0.11, -1.24]], "mulliken_charge": [0.083, -0.062, -0.500, -0.198, -0.711, 0.917, -0.084, -0.916, -0.776, -0.295, -0.644, -0.305, -0.430, 1.103, -0.682, -0.977, -0.478, -0.031, 0.062, 0.376, 0.258, 0.333, 0.329, 0.415, 0.387, 0.376, 0.373, 0.181, 0.321, 0.385, 0.395, 0.386, 0.372, 0.414, 0.248, 0.374]}

***

Record 3
{"formula": "C3H7HgO5", "method": "ωB97M-V with the def2-TZVPD basis set", "spin_multiplicity": 3, "lumo_ev": [-3.69, -8.09], "total_charge": 1, "homo_lumo_gap_ev": [10.399, 6.022], "e_above_lowest_ev": 0.8742, "species": ["Hg", "O", "O", "O", "O", "O", "C", "C", "C", "H", "H", "H", "H", "H", "H", "H"], "positions_angstrom": [[-2.75, 0.93, 1.54], [1.95, -0.60, -0.35], [-3.74, 0.59, -0.52], [3.10, 0.86, 0.92], [4.04, -0.29, -0.78], [-1.60, -0.77, 0.20], [0.74, -0.23, 0.29], [3.05, 0.05, 0.03], [-0.37, -1.07, -0.32], [-3.80, 1.28, -1.20], [0.83, -0.44, 1.37], [-0.43, -0.93, -1.42], [0.55, 0.84, 0.13], [-2.80, -0.21, -0.82], [-0.17, -2.15, -0.18], [4.78, 0.32, -0.66]], "mulliken_charge": [0.816, -0.275, -0.721, -0.517, -0.424, -0.488, -0.535, 0.660, -0.238, 0.373, 0.374, 0.352, 0.338, 0.572, 0.340, 0.373]}

***

Record 4
{"formula": "C5H9N", "method": "ωB97M-V with the def2-TZVPD basis set", "lumo_ev": 1.08, "smiles": "C=C1CCNC1", "total_charge": 0, "homo_lumo_gap_ev": 10.253, "e_above_lowest_ev": 0.8887, "species": ["N", "C", "C", "C", "C", "C", "H", "H", "H", "H", "H", "H", "H", "H", "H"], "positions_angstrom": [[0.88, 1.28, 0.62], [-0.01, -0.56, -0.61], [-0.10, -1.53, -1.49], [0.70, 0.77, -0.74], [-0.37, 0.90, 1.27], [-0.69, -0.51, 0.75], [-0.15, -1.23, 1.39], [0.05, 1.51, -1.27], [0.39, -1.41, -2.44], [-1.15, 1.54, 0.90], [1.67, 0.68, -1.26], [-0.33, 0.95, 2.35], [1.61, 0.76, 1.07], [-0.72, -2.38, -1.31], [-1.77, -0.77, 0.77]], "mulliken_charge": [-0.427, 0.603, -1.082, -0.690, -0.663, -0.479, 0.241, 0.225, 0.290, 0.302, 0.401, 0.343, 0.287, 0.300, 0.349]}

***

Record 5
{"formula": "ClH3N2S", "method": "ωB97M-V with the def2-TZVPD basis set", "lumo_ev": [-0.81, -0.81], "total_charge": 0, "homo_lumo_gap_ev": [8.704, 8.703], "e_above_lowest_ev": 0.7961, "species": ["Cl", "S", "N", "N", "H", "H", "H"], "positions_angstrom": [[0.07, 1.19, -1.77], [0.58, -0.49, -0.36], [1.25, 0.30, 1.03], [-1.04, -0.68, 0.16], [-1.68, -0.46, -0.71], [2.28, 0.33, 0.71], [-1.46, -0.19, 0.93]], "mulliken_charge": [-0.298, 0.419, -0.467, -0.486, 0.322, 0.225, 0.285]}

***

Record 6
{"formula": "C7H9FN2O", "method": "ωB97M-V with the def2-TZVPD basis set", "lumo_ev": 0.44, "smiles": "CC(=O)[C@]1(C#N)CCCN1F", "total_charge": 0, "homo_lumo_gap_ev": 10.327, "e_above_lowest_ev": 0.3046, "species": ["F", "O", "N", "N", "C", "C", "C", "C", "C", "C", "C", "H", "H", "H", "H", "H", "H", "H", "H", "H"], "positions_angstrom": [[0.81, 0.75, -1.96], [0.15, -1.43, 2.13], [-0.01, -0.15, -1.19], [2.26, 1.66, 0.45], [-1.10, 0.79, 0.79], [2.03, -1.73, 0.61], [-1.79, 1.15, -0.50], [-1.39, -0.08, -1.42], [0.22, 0.16, 0.33], [0.73, -1.04, 1.15], [1.33, 1.00, 0.40], [1.79, -2.60, -0.13], [2.60, -1.96, 1.45], [-1.37, 2.06, -0.99], [2.66, -0.95, 0.03], [-2.82, 1.44, -0.48], [-1.65, 0.01, 1.29], [-0.88, 1.69, 1.51], [-1.87, -1.01, -1.10], [-1.70, 0.21, -2.39]], "mulliken_charge": [-0.232, -0.527, -0.112, -0.526, -0.731, -1.091, -0.789, -0.561, 1.236, 0.401, -0.231, 0.272, 0.390, 0.292, 0.348, 0.473, 0.340, 0.338, 0.306, 0.403]}